12
Properties=species:S:1:pos:R:3:forces:R:3:mulliken_charge:R:1 method="wB97M-V/def2-TZVPD" homo_energy_ev=-2.67 energy_ev=-15073.3375 total_charge=-1 homo_lumo_gap_ev=3.95
O 0.20351 -1.80066 1.42279 -1.257 -0.016 -0.574 -0.686
C 1.41381 -1.52241 1.16627 0.357 0.123 1.325 0.437
O 2.32752 -2.33888 1.01510 0.001 0.132 -0.632 -0.696
O -0.83722 -0.68304 -2.89181 -1.282 0.460 -0.242 -0.319
C -1.39279 0.23275 -2.44414 2.229 0.075 1.084 0.830
C -1.69495 1.30178 -1.70858 -1.264 0.000 -0.775 -1.085
C 1.79611 0.02388 1.45192 0.430 -0.622 0.780 0.417
O 2.98316 0.36478 1.38944 -0.190 0.115 -0.527 -0.699
O 0.85172 0.69511 1.96916 -0.998 0.721 -0.325 -0.688
Rb -1.99325 0.07787 1.81086 1.674 -0.412 -0.158 0.900
H -2.74104 1.61558 -1.69629 0.375 -0.067 0.093 0.305
H -0.91660 2.03323 -1.48471 -0.076 -0.511 -0.049 0.284

=====

21
Properties=species:S:1:pos:R:3:forces:R:3:nbo_charge:R:1 method="wB97M-V/def2-TZVPD" e_above_lowest_kcal_mol=50.0 homo_energy_ev=-13.10 energy_ev=-20761.1476 total_charge=+1 homo_lumo_gap_ev=9.85
C 0.73499 0.46588 -0.30643 -3.261 1.283 -0.629 -0.276
C 0.52483 0.15078 -1.83951 1.307 1.858 1.354 -0.550
S -0.72955 1.21675 -2.67161 0.038 -0.576 -0.278 -0.025
N 0.19878 -0.71616 0.42919 -3.579 0.449 -2.328 -0.665
H 0.07601 1.39609 -0.11073 1.156 -1.607 0.175 0.289
H 1.72569 0.74139 0.01844 0.412 -0.522 -0.106 0.238
H 0.43673 -0.87839 -2.06777 -0.423 -1.066 -0.164 0.230
H 1.53500 0.41431 -2.13629 -0.207 0.268 -1.349 0.254
H -1.75639 0.37778 -3.00493 0.786 -0.022 0.361 0.160
H 0.25738 -0.70564 1.40105 0.610 0.515 2.688 0.460
H 0.65595 -1.54708 0.12492 0.299 -1.043 -0.264 0.432
H -0.89428 -0.85734 0.22576 3.102 0.291 0.385 0.447
H -1.62427 -3.55502 1.50522 2.254 1.009 -1.748 0.499
H -1.53667 -3.31469 0.04441 -1.072 -0.374 -2.131 0.473
O -0.97258 -3.19957 0.77128 -1.312 -0.704 3.820 -0.965
H 1.49342 0.62104 3.36929 0.214 -0.047 -0.439 0.494
H 0.75075 -0.56448 3.83071 0.022 -0.418 -0.104 0.489
O 1.24261 -0.26163 3.05570 -0.346 0.429 0.532 -0.966
H -0.40887 4.03555 -1.07559 0.849 0.061 1.444 0.480
H -1.22076 2.86889 -1.16299 2.668 0.812 3.679 0.468
O -0.48878 3.31155 -0.40013 -3.517 -0.595 -4.897 -0.965

=====

9
Properties=species:S:1:pos:R:3:forces:R:3:nbo_charge:R:1 method="wB97M-V/def2-TZVPD" e_above_lowest_kcal_mol=66.5 homo_energy_ev=-3.93 energy_ev=-10774.8844 total_charge=-1 homo_lumo_gap_ev=7.94 smiles="[H]/N=C(/[O-])[C@H]1OC1=O"
H -1.62847 -1.01449 0.67473 -0.001 -0.416 1.229 0.323
N -2.05049 -0.49486 -0.06435 0.266 -0.050 0.227 -0.893
C -1.10197 0.20244 -0.57738 1.813 0.537 -0.557 0.654
O -0.96347 0.68840 -1.68719 -0.013 0.944 -0.414 -0.721
C 0.44142 0.56677 0.38720 -2.862 -1.921 -2.858 -0.165
O 0.90845 -0.61840 1.12123 1.326 -0.353 0.628 -0.537
C 1.58663 -0.15831 0.01348 0.388 -2.201 -1.201 0.747
O 2.43462 -0.65590 -0.70966 -1.176 1.442 1.623 -0.587
H 0.37328 1.48434 0.84194 0.260 2.018 1.324 0.179

=====

22
Properties=species:S:1:pos:R:3:forces:R:3:nbo_charge:R:1 method="wB97M-V/def2-TZVPD" e_above_lowest_kcal_mol=30.8 homo_energy_ev=-13.47 energy_ev=-11348.7749 total_charge=+1 homo_lumo_gap_ev=10.47 smiles="N[C@H]1CCC(=[NH2+])N(N)C1"
N 0.78849 2.03086 -0.18400 1.362 3.607 -1.103 -0.869
C -0.33729 1.38672 -0.84222 -0.277 -1.736 0.546 -0.074
C 0.19111 0.21084 -1.73098 -2.558 1.432 -1.648 -0.400
C 0.90375 -0.88342 -0.98341 3.561 2.713 -2.585 -0.524
C 0.32779 -1.28994 0.25452 -2.754 2.473 2.151 0.553
N 0.69332 -2.37221 0.86927 -1.626 -0.887 3.587 -0.714
N -0.59071 -0.45545 0.85681 0.647 -0.293 -0.907 -0.193
N -0.98741 -0.79561 2.15668 0.970 0.228 1.059 -0.657
C -1.14771 0.90936 0.41116 1.595 -2.011 -1.138 -0.203
H 0.55220 3.10282 -0.03802 0.698 -2.860 -0.217 0.389
H 1.66818 2.05912 -0.78188 -1.593 -0.039 0.766 0.377
H -0.98429 1.94120 -1.51674 0.084 0.675 0.194 0.212
H 0.65687 0.76533 -2.66889 -0.055 -1.676 2.115 0.260
H -0.66579 -0.34118 -2.19866 0.147 0.967 0.300 0.223
H 1.01295 -1.64246 -1.72003 0.201 -1.292 -0.086 0.267
H 1.96712 -0.43350 -0.90606 -1.281 -1.258 0.873 0.279
H 0.22511 -2.64907 1.78473 0.552 1.094 -1.574 0.448
H 1.10431 -3.16420 0.48177 1.208 -0.889 -1.474 0.427
H -0.36752 -0.26386 2.80554 -0.492 -0.571 -0.452 0.372
H -1.92132 -0.44710 2.35939 -0.048 -0.223 -0.433 0.385
H -0.86790 1.55160 1.21818 -0.112 0.535 0.479 0.224
H -2.22128 0.78015 0.37286 -0.230 0.011 -0.454 0.217

=====

27
Properties=species:S:1:pos:R:3:forces:R:3:nbo_charge:R:1 method="wB97M-V/def2-TZVPD" e_above_lowest_kcal_mol=31.5 homo_energy_ev=-13.87 energy_ev=-21425.9096 total_charge=+1 homo_lumo_gap_ev=10.86
Rb -1.17984 3.65342 1.41207 0.209 -0.077 -0.338 0.992
C 2.37219 0.67846 -2.72413 -1.194 1.433 0.330 -0.638
C 1.30088 1.58090 -3.37340 -1.455 -0.976 -0.822 0.078
C -0.23043 1.21613 -3.04727 1.856 -1.148 0.146 -0.105
O -0.49549 2.07177 -1.93220 0.578 1.793 -0.719 -0.489
C 0.42113 3.09743 -1.94117 1.302 0.429 1.698 0.991
O 0.51260 3.92925 -1.02615 -0.782 -1.944 -2.620 -0.652
O 1.34497 2.95632 -2.96976 -1.502 0.126 2.094 -0.476
H 3.36116 1.10340 -2.89574 0.028 -0.508 -0.542 0.241
H 2.15348 -0.32499 -3.08931 0.655 -0.018 0.046 0.230
H 2.26380 0.73059 -1.64079 -0.240 -0.320 0.144 0.214
H 1.40810 1.58717 -4.45810 0.179 -0.011 0.065 0.203
H -0.40550 0.20145 -2.68969 0.583 -0.074 0.260 0.202
H -0.88795 1.23552 -3.91640 -0.176 1.237 0.123 0.205
C -1.60265 -3.25376 2.39411 -1.924 -0.261 0.852 -0.665
C -1.35052 -1.87901 3.05580 0.754 -1.808 -0.640 0.069
C 0.14346 -1.61442 3.38826 -0.777 0.144 -1.342 -0.094
O 0.36741 -0.42266 2.65416 -0.691 2.670 -1.949 -0.514
C -0.75601 -0.07217 1.83563 3.907 2.743 -0.623 1.006
O -0.86670 0.88265 1.05051 1.088 -1.593 2.211 -0.690
O -1.62693 -0.93911 1.98153 -3.606 -2.500 1.193 -0.453
H -2.67675 -3.41808 2.30805 -0.463 0.516 0.170 0.236
H -1.39793 -4.11360 3.03198 0.930 0.154 -0.069 0.240
H -1.36236 -3.39417 1.34024 1.128 0.347 0.297 0.243
H -1.97378 -1.69039 3.92991 -0.347 0.098 -0.398 0.212
H 0.72120 -2.40423 2.90811 0.325 -0.017 0.442 0.197
H 0.44243 -1.39775 4.41382 -0.366 -0.434 -0.010 0.217

=====

75
Properties=species:S:1:pos:R:3:forces:R:3:mulliken_charge:R:1 method="wB97M-V/def2-TZVPD" e_above_lowest_kcal_mol=69.5 homo_energy_ev=-10.41 energy_ev=-61256.1365 homo_lumo_gap_ev=10.30 smiles="C[C@H]1COC(=O)O1.C[C@H]1COC(=O)O1.C[C@H]1COC(=O)O1.C[C@H]1COC(=O)O1.C[C@H]1COC(=O)O1.O=C1OCCO1"
C 2.26224 0.74106 -3.17441 -1.450 0.464 -0.794 -1.245
C 2.93602 -0.42958 -2.52719 -0.608 2.432 -0.418 1.858
C 3.09431 -1.58664 -3.45420 -1.326 -0.373 0.080 -0.317
O 4.44684 -1.53779 -3.79442 0.313 -1.518 -0.977 -0.328
C 5.06913 -0.58117 -3.15364 5.601 -0.177 0.222 0.530
O 6.31161 -0.45411 -3.21907 -3.870 0.258 0.204 -0.656
O 4.25161 0.09377 -2.38255 1.005 0.184 1.242 -0.317
H 2.40244 1.63248 -2.56301 -0.543 -0.142 -0.117 0.049
H 1.23700 0.52181 -3.47259 -0.448 0.154 0.857 0.305
H 2.63788 0.99813 -4.16481 0.925 -0.313 0.034 0.521
H 2.53576 -0.62635 -1.53261 -0.042 -0.257 -0.157 -0.980
H 2.53036 -1.45931 -4.37824 -0.266 -0.232 0.242 0.273
H 2.76003 -2.46288 -2.89871 0.541 -0.604 -0.602 0.376
C 3.09591 2.53821 -0.17043 -0.620 -1.225 0.492 -1.320
C 2.85159 3.25631 1.15091 0.483 -1.377 -1.031 0.915
C 3.99065 3.04976 2.15173 -0.610 -0.297 -0.107 -0.316
O 4.10714 4.37694 2.69614 1.322 -1.749 1.790 -0.353
C 3.49514 5.25015 1.95122 0.842 4.707 -0.794 0.637
O 3.56859 6.48241 2.12123 -0.800 -4.149 -0.651 -0.601
O 2.96665 4.60723 0.89219 -1.029 2.558 -0.302 -0.359
H 3.21972 1.48754 0.09201 0.575 -0.295 -0.029 0.421
H 3.96779 2.89851 -0.71642 -0.057 0.034 0.216 0.424
H 2.23298 2.43966 -0.82902 -0.087 0.835 0.151 0.069
H 1.85677 3.04375 1.54238 -0.053 -0.150 0.247 -0.209
H 4.84930 2.66820 1.59925 0.552 0.807 0.069 0.309
H 3.84907 2.31841 2.94745 -0.446 0.331 0.147 0.312
C -0.85940 1.23072 2.53279 0.508 0.776 -0.052 -1.291
C -1.47297 1.51197 1.16918 -1.065 -0.453 2.148 1.053
C -0.81879 2.41307 0.17946 0.062 0.125 -0.420 -0.471
O -0.08318 1.49024 -0.62793 0.248 -0.565 -0.483 -0.291
C -0.61170 0.25571 -0.48324 1.996 -2.174 -2.099 0.324
O -0.19346 -0.73828 -1.11533 -1.600 2.924 2.098 -0.314
O -1.56107 0.28192 0.44047 -0.360 -0.884 -0.257 -0.295
H -1.52899 0.71500 3.22112 -0.021 -0.327 -0.396 0.407
H -0.69694 2.19846 3.00732 0.202 0.137 0.054 0.438
H 0.09958 0.71751 2.46150 -0.048 -0.070 0.037 0.018
H -2.48885 1.84046 1.38869 0.033 0.053 -0.417 -0.307
H -0.10238 3.15760 0.52665 -0.396 0.020 0.165 0.312
H -1.64545 2.82933 -0.39626 0.386 0.443 -0.322 0.255
C -7.48185 0.31244 0.84630 1.092 -0.473 -1.385 -1.349
C -5.98055 0.49136 1.20495 -1.313 -1.119 -1.397 0.334
C -4.94024 0.37510 0.04529 -0.250 0.564 0.529 -0.058
O -4.41156 1.72097 -0.07244 -1.037 0.378 0.706 -0.335
C -4.98916 2.56218 0.90277 3.562 0.393 0.011 0.738
O -4.47126 3.66841 1.13035 -2.825 -3.547 -0.573 -0.559
O -5.87277 1.81492 1.60365 0.806 3.007 0.984 -0.377
H -7.56895 0.53369 -0.21745 -0.159 0.398 -0.133 0.366
H -8.12829 1.01332 1.37449 0.125 -0.465 0.312 0.327
H -7.76565 -0.73976 0.86694 -0.262 0.090 0.630 0.370
H -5.72429 -0.22435 1.98610 0.203 0.507 0.396 0.363
H -5.35420 0.06894 -0.91544 -0.067 0.053 0.098 0.361
H -4.14149 -0.30077 0.35075 0.146 0.148 -0.238 -0.075
C -1.34426 -4.03210 0.00842 0.267 0.159 -1.415 -1.075
C -1.77550 -4.10880 -1.50431 1.045 -1.277 1.228 0.352
C -2.63040 -2.94132 -1.93015 -0.442 -1.288 0.380 0.111
O -2.03298 -2.47333 -3.09232 1.691 1.062 -1.676 -0.366
C -0.79188 -3.03526 -3.31893 -0.047 -0.428 1.932 0.700
O 0.03321 -2.73540 -4.12862 -1.182 -0.107 0.442 -0.526
O -0.60535 -4.00670 -2.34460 -0.198 0.773 -0.821 -0.394
H -2.08503 -4.43033 0.70180 -0.237 0.354 -0.165 0.408
H -1.10252 -2.97862 0.14928 -0.198 0.036 0.557 0.054
H -0.41990 -4.56445 0.23261 -0.047 -0.257 -0.392 0.299
H -2.26006 -5.05690 -1.73760 0.126 -0.126 0.038 0.314
H -2.61451 -2.29389 -1.05341 -0.372 0.945 -0.651 -0.234
H -3.61030 -3.28766 -2.25871 -0.273 0.306 0.624 0.383
O 0.79523 -4.36116 3.27063 2.784 3.289 -1.465 -0.576
C 1.47546 -3.40129 2.87149 0.318 -3.329 2.616 0.555
O 2.86363 -3.17424 3.12108 -2.476 -2.511 0.956 -0.373
C 3.34134 -2.12242 2.34888 -0.013 0.022 0.209 -0.341
C 2.00569 -1.38913 2.04821 2.472 0.655 -1.199 0.248
O 1.01774 -2.37691 2.21085 -0.993 1.395 -0.729 -0.128
H 4.05060 -1.58240 2.97612 -0.267 0.445 -0.057 0.313
H 3.94732 -2.57184 1.56216 -0.441 0.380 -0.709 0.234
H 2.02366 -1.01277 1.02541 -0.491 -0.089 -0.041 0.061
H 1.98635 -0.52957 2.71819 -0.899 -0.254 0.323 0.038

=====

13
Properties=species:S:1:pos:R:3:forces:R:3:nbo_charge:R:1 method="wB97M-V/def2-TZVPD" e_above_lowest_kcal_mol=63.6 homo_energy_ev=-15.64 energy_ev=-18264.2671 total_charge=+1 homo_lumo_gap_ev=8.99 smiles="CC=[N+]=C(C)Cl"
C 1.58230 0.48458 -1.55886 2.265 -0.718 -0.541 -0.783
C 0.65954 1.13206 -0.77845 -3.604 -4.292 5.921 0.444
N 0.11386 0.21347 0.29329 4.807 4.371 -4.569 -0.415
C -1.00096 -0.22223 0.56523 -2.785 0.419 0.365 0.348
C -1.24650 -1.05481 1.74712 0.723 -2.072 1.820 -0.716
Cl -2.33600 0.33832 -0.40082 -0.185 -0.561 0.084 0.064
H 1.54291 -0.56336 -1.29796 0.495 -0.254 -0.550 0.284
H 2.61616 0.90444 -1.51582 -0.206 -0.128 0.843 0.353
H 1.54822 0.74515 -2.58713 -0.864 0.096 -1.509 0.333
H 0.31744 2.12286 -0.68557 -0.030 1.360 -0.110 0.241
H -0.29531 -1.07402 2.38446 -1.471 0.436 -0.672 0.271
H -1.32556 -2.14509 1.48690 -0.074 0.915 -0.355 0.287
H -2.17610 -0.88138 2.34761 0.928 0.428 -0.728 0.288